(1)
The following is a quantum chemistry calculation of a molecular structure, C23H14ClIN4O4Rh, from the Open Molecules 2025 dataset.

Structure (XYZ):
```
48
Properties=species:S:1:pos:R:3:forces:R:3
H -1.916 -4.049 4.923 0.0 0.0 0.0
C -0.700 -1.999 2.515 0.1 0.0 0.6
C 2.695 0.541 -0.102 0.3 -0.1 0.0
C -3.793 4.474 -1.520 0.0 0.0 0.0
N 1.984 -0.599 -0.078 -0.8 0.8 0.3
O 6.032 1.710 -0.640 0.1 0.0 0.0
C -2.706 5.259 -1.892 0.1 0.0 0.0
C 4.826 1.828 -0.633 -0.1 0.0 0.0
O -0.062 -0.853 2.290 0.5 0.5 -0.9
H -2.876 6.248 -2.297 0.0 0.0 0.0
O 1.167 3.175 -1.011 0.1 0.0 0.0
H -4.794 4.868 -1.626 0.0 0.0 0.0
C 0.030 2.792 -0.897 -0.3 0.2 0.0
H 5.530 -0.567 -1.508 0.0 0.0 0.0
H 2.228 1.417 0.322 0.0 0.0 0.0
C -1.845 -4.045 -0.864 0.0 -0.1 0.1
H 1.892 -2.618 -0.489 0.0 0.0 0.0
C -1.398 4.799 -1.747 0.0 0.0 0.0
H -2.744 -5.526 0.386 0.0 0.0 0.0
Rh 0.011 -0.301 0.396 -2.1 -1.2 -0.3
I -0.391 -1.356 5.402 -0.1 -0.1 0.0
H -0.548 5.403 -2.031 0.0 0.0 0.0
C -1.230 3.538 -1.222 0.0 -0.1 0.0
C -1.747 1.470 -0.388 0.2 0.1 0.0
C -0.992 -2.482 3.765 0.1 0.3 0.4
C 3.781 -1.763 -1.084 0.0 0.0 0.1
N -0.766 -2.234 0.214 0.8 0.7 -0.1
C 4.521 -0.594 -1.116 0.0 0.0 0.0
C -1.121 -2.846 -0.892 0.1 0.1 -0.2
Cl -2.953 -5.906 3.075 0.0 0.0 0.0
C -1.096 -2.758 1.426 -0.2 -0.4 -0.4
C -3.615 3.190 -1.012 -0.1 -0.1 0.0
H -2.129 -4.513 -1.794 0.0 0.0 0.0
C -2.092 -4.427 2.846 0.0 0.0 0.1
C -1.688 -3.695 3.928 0.0 0.0 0.0
N -0.376 1.553 -0.397 1.1 -0.3 0.0
H -4.461 2.578 -0.730 0.0 0.0 0.0
H 4.185 -2.696 -1.450 0.0 0.0 0.0
C 2.507 -1.731 -0.555 -0.1 -0.2 0.1
H 4.730 3.840 -0.668 0.0 0.0 0.0
O -2.253 0.411 -0.015 0.3 -0.2 0.6
H -0.832 -2.384 -1.829 0.0 0.0 0.0
C -1.804 -3.967 1.543 -0.1 -0.2 -0.2
N 4.169 3.005 -0.632 0.0 0.1 0.1
C 3.970 0.583 -0.624 0.0 -0.1 0.1
C -2.182 -4.603 0.344 0.1 0.1 -0.1
H 3.171 3.091 -0.757 0.0 -0.1 -0.1
C -2.320 2.738 -0.877 0.1 0.1 -0.1
```
Positions in Å, forces in eV/Å.

Orbital gap ... 5.98 eV
Charge ... +1
Spin multiplicity ... 1
E_LUMO ... -5.05 eV
E_tot ... -61854.8451 eV
Energy above the lowest of the compared OMol25 structures with the same formula, charge and spin ... 0.4453 eV

---

(2)
The following is a quantum chemistry calculation of a molecular structure, C23H15BrLaN7OS2, from the Open Molecules 2025 dataset.

Structure (XYZ):
```
50
Properties=species:S:1:pos:R:3:forces:R:3
Br 8.295 1.056 -3.436 0.0 -0.2 0.2
C -3.985 -2.487 -1.510 -0.7 -0.4 -0.1
H -0.996 0.504 4.431 0.1 0.0 0.0
N 1.758 -1.331 -1.049 0.7 -0.3 -0.5
C 7.147 -0.152 -1.120 0.1 0.1 -0.2
C 6.712 -1.210 -0.349 0.0 -0.4 0.0
H 4.509 -3.266 2.927 0.1 -0.1 0.0
H 6.221 -1.019 0.595 -0.1 0.0 0.0
C -3.660 -0.437 -3.268 -0.6 0.0 -0.5
La -0.155 -0.055 -0.031 -2.0 1.8 -1.2
C -2.350 2.501 0.996 -0.3 0.3 0.2
C 3.113 -2.505 -2.623 0.2 -0.1 0.2
N 5.635 -3.771 0.740 0.5 -1.4 0.4
C -1.979 1.180 2.669 0.1 0.0 0.0
H -3.338 2.129 3.968 0.1 -0.1 -0.1
H 7.859 -3.775 -2.242 0.1 -0.1 0.0
C -1.469 0.092 3.540 0.0 -0.1 0.0
H -2.257 2.893 -0.001 -0.1 0.0 -0.1
H 3.261 -2.803 -3.650 0.0 0.0 0.0
N -1.623 1.413 1.415 -0.3 0.2 0.8
C 3.960 -2.928 -1.629 -0.2 0.1 -0.3
C 8.056 -1.703 -2.736 0.0 0.3 -0.1
O 1.198 -0.588 1.514 1.3 -0.4 1.9
N -4.879 -3.203 -1.599 -0.3 -0.2 0.0
H -0.734 -0.508 2.997 -0.1 0.1 0.2
H 2.536 -1.845 3.350 0.0 0.0 0.1
N -2.899 2.087 3.062 0.1 -0.3 0.1
C -3.145 2.928 2.013 0.1 0.2 -0.5
C -2.864 -1.647 -1.361 0.6 1.2 -0.7
C 4.497 -3.010 0.815 -1.4 1.2 0.4
C 3.727 -2.546 -0.296 -0.2 0.1 0.4
C 2.179 -1.407 1.301 1.9 -1.3 0.6
H 8.585 -1.879 -3.662 0.0 0.0 0.0
H -2.286 -0.559 3.853 0.0 0.0 0.0
H 1.334 -1.346 -3.061 0.0 0.0 0.2
C 3.983 -2.819 2.098 0.7 -0.3 -0.8
N -4.430 -0.219 -4.091 -0.2 0.0 -0.3
C -2.687 -0.628 -2.267 0.3 -0.8 1.1
H 6.984 0.865 -0.795 0.0 0.0 0.0
C 2.573 -1.753 -0.045 0.4 -0.3 0.3
H 4.782 -3.589 -1.859 0.1 0.0 -0.1
C 2.020 -1.696 -2.290 -0.1 0.2 0.0
C 7.789 -0.404 -2.324 0.0 0.1 -0.1
S -1.385 0.527 -2.388 -0.1 0.4 -1.2
C 6.926 -2.531 -0.770 0.1 1.5 -0.8
H -3.844 3.734 2.073 -0.2 0.2 0.0
S -1.852 -2.095 -0.010 -0.3 -0.9 0.2
N 6.610 -3.635 0.001 0.6 -1.1 0.3
C 7.653 -2.757 -1.947 -0.5 -0.1 0.4
C 2.881 -2.024 2.342 -0.8 0.8 -0.6
```
Positions in Å, forces in eV/Å.

Orbital gap ... 6.53 eV
Charge ... 0
Spin multiplicity ... 1
E_LUMO ... -1.07 eV
E_tot ... -129145.9575 eV

---

(3)
The following is a quantum chemistry calculation of a molecular structure, C23H15GaN3O2Se, from the Open Molecules 2025 dataset.

Structure (XYZ):
```
45
Properties=species:S:1:pos:R:3:forces:R:3
C -0.298 -2.944 -0.673 0.2 -0.7 -0.7
C 2.116 -0.347 0.215 -1.5 0.2 0.3
H -1.508 3.811 -5.445 -0.3 0.6 -0.5
C -1.539 3.287 -4.522 1.3 -0.2 1.1
C -2.698 1.880 -2.964 0.3 -0.3 1.2
H -0.015 2.869 5.720 0.1 -0.5 -0.5
C 2.537 -2.636 -0.555 -3.3 -0.4 -0.6
C -0.215 2.280 -2.755 0.2 0.1 0.5
Ga -1.564 -0.464 0.070 0.4 0.9 0.2
C -2.732 2.707 -4.034 0.1 1.2 -1.9
C -1.340 0.831 -1.271 -0.3 -2.1 3.0
C 4.375 -1.154 -0.232 -0.6 0.6 -0.3
H 0.686 2.068 -2.143 -0.5 0.4 -0.7
C 0.560 -3.972 -1.059 0.0 -2.0 0.2
C 3.450 -0.074 0.121 1.5 -1.4 -0.2
N -1.877 -0.357 1.936 -0.3 -0.6 -1.6
H 1.376 0.362 0.660 0.8 -0.4 -0.7
C -0.267 2.135 4.941 -0.6 -1.6 -0.7
H 5.471 -1.019 -0.335 -0.9 0.3 0.3
H 0.130 -4.965 -1.250 0.1 0.6 -0.2
H 0.020 1.657 1.539 -0.5 -0.1 0.6
C 3.891 -2.405 -0.546 1.6 1.6 0.5
C 0.144 2.289 3.583 0.6 0.9 1.2
H 0.567 3.659 -4.159 1.1 0.6 -0.5
C -1.258 0.418 2.842 1.5 1.9 1.1
Se -3.055 -1.510 2.885 0.5 0.0 -1.4
N -2.398 -0.929 4.378 0.9 1.2 2.3
H 3.888 0.902 0.339 -0.4 -0.3 0.1
C -1.041 0.999 5.267 -0.9 0.9 0.2
H 2.510 -4.739 -0.995 0.6 -0.6 -0.6
O -2.515 -1.989 -0.323 1.3 -2.3 -0.8
H 0.921 3.046 3.371 -0.7 -0.3 -0.1
H -3.700 2.967 -4.577 1.3 -0.6 0.8
C -1.555 0.123 4.223 -0.7 -0.3 0.0
C 1.585 -1.614 -0.214 1.4 -0.1 0.4
H -3.604 1.451 -2.531 0.4 0.1 -0.1
H 4.620 -3.142 -0.803 0.0 -0.7 -0.2
C 1.920 -3.856 -0.954 -0.4 0.6 0.8
C -0.275 3.133 -3.822 -3.2 -1.0 -0.5
C -1.422 1.644 -2.297 -0.4 0.9 -1.6
H -1.517 0.954 6.291 0.8 -0.3 -1.2
N 0.244 -1.852 -0.229 -0.8 1.8 0.4
C -1.842 -3.068 -0.849 -1.0 3.8 1.7
O -2.432 -3.925 -1.418 0.5 -1.5 -0.6
C -0.343 1.488 2.574 -0.2 -1.1 -0.7
```
Positions in Å, forces in eV/Å.

Orbital gap (alpha / beta) ... 3.27 / 3.26 eV
Charge ... -1
Spin multiplicity ... 1
E_LUMO (alpha / beta) ... 1.27 / 1.29 eV
E_tot ... -150378.5814 eV
Energy above the lowest of the compared OMol25 structures with the same formula, charge and spin ... 2.0831 eV

---

(4)
The following is a quantum chemistry calculation of a molecular structure, C23H16N9O2S3SeV, from the Open Molecules 2025 dataset.

Structure (XYZ):
```
55
Properties=species:S:1:pos:R:3:forces:R:3
C -0.033 0.754 4.564 0.0 0.0 -0.1
C -1.318 -6.160 0.372 0.1 0.1 0.0
C -0.576 -4.931 0.247 -0.1 -0.1 0.0
H 2.640 2.002 0.325 0.0 0.0 0.0
H 4.917 2.504 -0.492 0.0 0.0 0.0
H -1.092 -0.690 3.432 0.0 0.0 0.0
N 1.889 1.571 -1.557 -0.1 -0.2 0.0
V 0.114 0.390 -1.111 0.2 0.3 -0.5
N 0.941 1.225 3.725 -0.1 -0.1 0.0
S -0.848 -1.556 -1.931 -0.1 -0.1 0.1
C 3.387 1.719 -3.403 0.0 0.1 -0.1
H -3.662 -0.411 -3.066 0.0 0.0 0.0
H -5.510 2.771 -0.836 0.0 0.0 0.0
C 0.577 -4.708 1.018 0.1 -0.1 0.1
S 1.728 -1.044 -0.195 -0.1 0.0 0.0
C 1.259 2.503 4.065 -0.1 -0.1 0.1
C -1.438 0.943 -3.685 0.0 -0.1 -0.2
C 4.413 2.071 -2.546 0.0 0.0 0.1
H 0.123 -1.374 4.528 0.0 0.0 0.0
H 0.384 3.574 5.639 0.0 0.0 0.0
C -0.634 -0.595 4.419 0.0 0.1 0.0
C -3.607 3.143 -1.753 0.0 0.0 0.0
N 0.453 2.714 5.127 -0.1 0.0 0.1
C -4.709 2.361 -1.438 0.0 0.0 0.0
H 5.410 2.249 -2.928 0.0 0.0 0.0
H 1.059 -0.319 2.513 -0.1 0.0 0.0
N -2.567 2.698 -2.449 0.0 0.0 0.0
N -1.907 -7.143 0.463 0.0 0.0 0.0
C 0.832 -2.533 -0.012 0.0 0.0 0.0
H -5.592 0.414 -1.682 0.0 0.0 0.0
C -0.323 -2.753 -0.783 0.0 0.0 0.0
C -4.751 1.058 -1.907 0.0 0.0 0.0
N -0.346 1.651 5.448 0.1 0.0 -0.1
C 4.147 2.206 -1.189 0.1 0.0 -0.1
C 1.040 -5.696 1.956 -0.1 0.1 -0.1
O -1.629 0.418 -4.757 0.1 0.0 0.0
H -3.551 4.172 -1.412 0.0 0.0 0.0
C -3.692 0.593 -2.665 0.0 -0.1 0.0
H -1.899 -4.136 -1.230 0.0 0.0 0.0
C 2.130 1.507 -2.872 -0.1 0.0 0.1
H 2.160 -3.337 1.462 0.0 0.0 0.0
C 2.875 1.929 -0.729 -0.1 0.0 0.0
N 1.576 0.534 2.692 0.2 0.1 0.1
Se -1.162 1.146 0.474 0.2 0.0 0.0
N -0.208 1.120 -3.054 -0.1 -0.1 0.6
N 1.410 -6.474 2.717 0.0 0.0 0.0
H 1.442 1.104 1.861 0.0 -0.1 -0.1
H 3.515 1.618 -4.471 0.0 0.0 0.0
C -1.009 -3.960 -0.641 0.0 0.0 0.0
H -1.393 -0.729 5.184 0.0 0.0 0.0
C 1.268 -3.515 0.876 0.0 0.0 0.0
O 1.110 1.196 -4.975 0.0 0.1 -0.1
S 2.333 3.536 3.321 0.0 0.0 0.0
C -2.617 1.441 -2.884 0.1 0.1 0.0
C 0.941 1.229 -3.775 -0.1 -0.1 0.0
```
Positions in Å, forces in eV/Å.

Orbital gap (alpha / beta) ... 7.31 / 7.50 eV
Charge ... -1
Spin multiplicity ... 2
E_LUMO (alpha / beta) ... 1.66 / 1.73 eV
E_tot ... -165161.4692 eV
Energy above the lowest of the compared OMol25 structures with the same formula, charge and spin ... 0.0000 eV